{"formula": "C12H11BCl2N4S4SbZn", "method": "wB97M-V/def2-TZVPD", "symbols": ["Zn", "B", "N", "C", "C", "C", "N", "N", "C", "C", "C", "N", "H", "H", "H", "H", "H", "H", "H", "H", "Cl", "C", "C", "C", "C", "C", "Cl", "C", "S", "H", "H", "H", "S", "Sb", "S", "S"], "coordinates": [[-0.925706, 2.674558, -1.457906], [-1.461036, -0.468310, -1.573646], [-1.478023, 0.127113, -0.124678], [-1.510329, -0.510219, 1.046552], [-1.454012, 0.422686, 2.074653], [-1.345758, 1.648864, 1.405877], [-1.376987, 1.458327, 0.088227], [-0.090189, -0.079473, -2.220416], [0.919244, -0.853982, -2.646227], [1.928727, -0.030218, -3.130389], [1.439194, 1.257891, -2.939457], [0.229978, 1.210008, -2.398171], [-2.332966, 0.035221, -2.237568], [-1.541652, -1.656718, -1.506596], [-1.547425, -1.587301, 1.076678], [-1.378755, 0.223587, 3.136497], [-1.223652, 2.645370, 1.794786], [0.847201, -1.926681, -2.578471], [2.878238, -0.324349, -3.542817], [1.895701, 2.212111, -3.148224], [2.851669, 0.048227, 1.767516], [1.807050, -1.291814, 2.118222], [1.570759, -2.169974, 1.080693], [0.739492, -3.266070, 1.267579], [0.172116, -3.455222, 2.520930], [0.433083, -2.566064, 3.545168], [-0.337407, -2.898847, 5.076379], [1.254723, -1.413863, 3.419761], [1.551226, -0.312669, 4.689233], [2.024501, -1.976664, 0.117232], [0.534900, -3.953144, 0.457724], [-0.480708, -4.296016, 2.716347], [-0.816845, 7.059959, -3.911010], [-1.449209, 5.665975, -2.218976], [-2.608034, 3.695384, -2.810540], [0.280889, 4.652318, -0.954964]], "atomic_forces_ev_per_a": [[0.0, 0.1, -0.2], [0.1, 0.4, 0.2], [0.1, 0.0, -0.4], [-0.1, 0.1, 0.3], [0.2, 0.1, -0.1], [-0.1, -0.3, 0.2], [-0.1, -0.2, 0.0], [0.2, -0.3, 0.0], [-0.1, 0.3, 0.0], [0.0, -0.3, 0.0], [0.2, 0.2, -0.1], [-0.2, 0.2, 0.1], [-0.1, 0.1, 0.0], [0.0, -0.3, 0.0], [0.0, 0.0, 0.0], [0.0, 0.1, -0.2], [0.0, 0.0, 0.1], [0.0, 0.0, 0.0], [0.0, 0.0, 0.0], [0.0, 0.0, 0.0], [0.1, 0.2, 0.0], [0.0, 0.0, 0.0], [-0.1, -0.1, -0.1], [0.0, 0.0, 0.1], [0.0, -0.1, -0.1], [0.0, 0.2, -0.1], [0.0, 0.0, 0.1], [0.0, -0.2, 0.0], [0.0, 0.1, 0.2], [0.0, 0.0, 0.0], [0.0, 0.0, 0.0], [0.0, 0.0, 0.0], [0.0, 0.0, 0.0], [0.0, 0.0, 0.1], [0.1, -0.1, 0.1], [0.0, -0.1, -0.1]], "largest_force_ev_per_a": 0.4, "total_energy_ev": -142607.43494, "charge": -2, "relative_energy_kj_mol": 1.1, "spin_multiplicity": 2, "orbital_gap_ev": [6.273, 4.917], "s_squared": 0.7605}